No. 1
Molecular formula: C29H21F6LaN7O5S2
Method: DFT, the ωB97M-V functional and the def2-TZVPD basis

Positions of all 71 atoms, in Å:
1 La 1.279 -0.441 1.186
2 F -2.018 4.581 0.937
3 C -0.726 4.123 0.837
4 C -0.553 2.888 0.257
5 C 0.741 2.304 0.342
6 C 1.833 3.065 0.783
7 C 1.560 4.365 1.293
8 F 2.553 4.998 1.973
9 C 0.297 4.906 1.413
10 C 3.176 2.441 0.868
11 C 4.354 3.241 0.969
12 C 5.627 2.601 1.218
13 C 5.589 1.195 1.198
14 C 4.456 0.498 0.923
15 N 3.229 1.072 0.842
16 H -1.348 2.399 -0.236
17 H 0.119 5.895 1.870
18 H 4.279 4.297 0.910
19 H 6.623 3.115 1.395
20 H 6.533 0.663 1.333
21 H 4.520 -0.604 0.703
22 N -0.590 0.420 2.719
23 N -0.217 -0.643 3.503
24 C 0.888 -0.493 4.358
25 N 0.787 -1.324 5.385
26 S 2.098 0.652 4.060
27 H -0.082 1.258 2.998
28 H -1.611 0.624 2.686
29 H -0.844 -1.391 3.637
30 H 0.073 -2.039 5.400
31 H 1.491 -1.330 6.149
32 F 2.864 -2.428 -5.542
33 C 2.923 -1.972 -4.194
34 C 2.923 -0.644 -3.858
35 C 2.498 -0.231 -2.548
36 C 2.171 -1.163 -1.595
37 C 2.271 -2.510 -1.957
38 C 2.593 -2.946 -3.230
39 H 3.265 0.071 -4.572
40 H 2.503 0.875 -2.349
41 H 2.134 -3.315 -1.188
42 H 2.755 -4.025 -3.353
43 F 0.080 -3.726 2.570
44 C 1.342 -4.295 2.803
45 F 1.221 -4.932 4.029
46 F 1.547 -5.264 1.850
47 C 2.488 -3.283 2.801
48 O 3.427 -3.506 3.530
49 O 2.292 -2.348 1.871
50 O -4.657 1.605 -5.531
51 S -6.024 1.356 -5.125
52 O -6.773 2.581 -4.934
53 O -6.669 0.191 -5.797
54 C -6.042 0.494 -3.514
55 N -7.236 0.159 -2.994
56 C -7.166 -0.633 -1.937
57 C -5.983 -0.979 -1.294
58 C -4.811 -0.464 -1.879
59 N -4.839 0.259 -3.032
60 C -3.462 -0.715 -1.349
61 C -3.222 -1.595 -0.321
62 C -1.926 -1.742 0.131
63 N -0.859 -1.053 -0.341
64 C -1.068 -0.314 -1.425
65 C -2.332 -0.056 -1.957
66 H -8.136 -1.015 -1.638
67 H -6.000 -1.668 -0.441
68 H -3.975 -2.139 0.224
69 H -1.636 -2.597 0.772
70 H -0.086 -0.010 -1.801
71 H -2.508 0.642 -2.794

- Spin multiplicity: 1
- HOMO energy: -5.4 eV
- Kohn-Sham gap: 6.1 eV
- Charge: -1
- Energy: -3304.4109 Ha
- ΔE to the lowest compared entry with this formula, charge and spin: 84.10 kJ/mol

---

No. 2
Molecular formula: C29H21N2O6SY
Method: DFT, the ωB97M-V functional and the def2-TZVPD basis

Positions of all 60 atoms, in Å:
1 Y -0.765 -0.943 -0.227
2 O 4.614 -4.394 -0.154
3 C 3.595 -3.742 -0.179
4 C 2.571 -3.634 0.937
5 O 2.639 -4.186 2.021
6 C 1.528 -2.746 0.422
7 C 1.852 -2.287 -0.874
8 O 1.097 -1.465 -1.508
9 C 3.129 -2.850 -1.316
10 O 3.716 -2.675 -2.370
11 O 0.451 -2.366 1.014
12 C 5.263 1.467 -1.293
13 C 4.574 1.460 0.078
14 C 5.431 2.240 1.085
15 C 4.478 0.011 0.548
16 C 3.201 2.126 -0.044
17 C 3.131 3.472 -0.420
18 C 1.914 4.131 -0.521
19 C 0.752 3.435 -0.249
20 S -0.898 4.008 -0.265
21 C -1.455 2.400 0.262
22 N -0.449 1.491 0.336
23 C 0.782 2.080 0.102
24 C 2.019 1.439 0.211
25 C -2.770 2.155 0.569
26 C -3.829 3.088 0.308
27 C -5.128 2.725 0.325
28 C -5.486 1.334 0.554
29 C -4.573 0.422 0.914
30 C -3.181 0.846 1.122
31 H 6.249 0.999 -1.219
32 H 5.393 2.482 -1.673
33 H 4.674 0.901 -2.016
34 H 6.414 1.770 1.180
35 H 4.957 2.244 2.069
36 H 5.577 3.276 0.776
37 H 5.479 -0.421 0.618
38 H 3.912 -0.590 -0.160
39 H 4.006 -0.072 1.529
40 H 4.040 4.023 -0.629
41 H 1.878 5.176 -0.802
42 H 2.040 0.397 0.504
43 H -3.560 4.107 0.049
44 H -5.902 3.448 0.101
45 H -6.509 1.015 0.398
46 H -4.825 -0.623 1.038
47 O -1.625 -0.648 2.381
48 C -2.357 0.073 1.803
49 N -2.506 -1.599 -1.021
50 C -3.614 -2.317 -0.843
51 C -3.860 -3.084 0.345
52 C -5.039 -3.773 0.563
53 C -6.070 -3.775 -0.377
54 C -5.858 -3.062 -1.560
55 C -4.686 -2.371 -1.792
56 H -3.073 -3.117 1.095
57 H -5.158 -4.327 1.490
58 H -6.992 -4.315 -0.201
59 H -6.637 -3.046 -2.319
60 H -4.553 -1.813 -2.713

- Spin multiplicity: 1
- HOMO energy: -1.0 eV
- Kohn-Sham gap: 5.0 eV
- Charge: -2
- Energy: -2115.3070 Ha
- ΔE to the lowest compared entry with this formula, charge and spin: 147.13 kJ/mol

---

No. 3
Molecular formula: C29H22BrIrN3O6Te
Method: DFT, the ωB97M-V functional and the def2-TZVPD basis

Positions of all 63 atoms, in Å:
1 Ir -0.752 0.241 -0.653
2 O 0.376 -4.269 -3.529
3 C 1.454 -3.457 -3.725
4 C 2.277 -3.775 -4.800
5 C 3.371 -2.983 -5.091
6 C 3.652 -1.859 -4.323
7 C 2.842 -1.558 -3.245
8 C 1.751 -2.361 -2.914
9 C 0.890 -2.022 -1.725
10 O -0.099 -1.092 -2.035
11 N 1.722 -1.486 -0.650
12 N 0.986 -0.959 0.362
13 C 1.499 -0.758 1.512
14 C 0.807 -0.041 2.561
15 Br -1.044 0.258 2.251
16 C 1.431 0.323 3.685
17 C 0.985 1.151 4.804
18 C 0.400 2.401 4.613
19 C 0.088 3.196 5.705
20 C 0.330 2.732 6.989
21 C 0.926 1.493 7.188
22 C 1.278 0.717 6.100
23 H -0.271 -3.847 -2.957
24 H 2.028 -4.639 -5.402
25 H 4.000 -3.235 -5.934
26 H 4.494 -1.226 -4.566
27 H 3.049 -0.689 -2.635
28 H 0.376 -2.932 -1.359
29 H 2.515 -2.051 -0.372
30 H 2.520 -1.070 1.730
31 H 2.441 -0.075 3.776
32 H 0.250 2.808 3.619
33 H -0.293 4.188 5.521
34 H 0.088 3.354 7.841
35 H 1.141 1.146 8.190
36 H 1.773 -0.236 6.251
37 O 0.846 6.753 2.103
38 C 0.234 5.732 2.431
39 O -0.320 5.390 3.497
40 C 0.154 4.603 1.385
41 C 1.235 3.732 1.210
42 C 1.079 2.588 0.457
43 N -0.079 2.289 -0.147
44 C -1.088 3.178 -0.075
45 C -1.005 4.335 0.659
46 C -2.350 2.754 -0.794
47 O -3.235 3.520 -1.083
48 O -2.416 1.448 -1.032
49 H 2.177 3.940 1.701
50 H 1.880 1.864 0.342
51 H -1.864 4.991 0.712
52 Te -2.876 -1.752 -0.937
53 C -4.781 -1.175 -1.556
54 C -5.765 -2.169 -1.496
55 C -7.058 -1.881 -1.894
56 C -7.370 -0.613 -2.366
57 C -6.391 0.368 -2.438
58 C -5.094 0.099 -2.031
59 H -5.520 -3.162 -1.141
60 H -7.821 -2.647 -1.840
61 H -8.382 -0.389 -2.678
62 H -6.636 1.357 -2.802
63 H -4.345 0.874 -2.056

- Spin multiplicity: 6
- HOMO energy (alpha / beta): -7.9 / -7.9 eV
- Kohn-Sham gap (alpha / beta): 6.9 / 4.8 eV
- Energy: -4680.1820 Ha
- ΔE to the lowest compared entry with this formula, charge and spin: 149.14 kJ/mol

---

No. 4
Molecular formula: C29H22F10N6O4Os
Method: DFT, the ωB97M-V functional and the def2-TZVPD basis

Positions of all 72 atoms, in Å:
1 Os 0.311 -0.119 0.266
2 C 0.861 3.101 0.574
3 N -0.142 2.145 1.055
4 C -1.505 2.646 0.782
5 C -2.077 2.187 -0.551
6 N -1.135 2.371 -1.622
7 C -1.466 2.135 -2.886
8 C -2.696 1.642 -3.410
9 F -3.714 1.369 -2.603
10 C -2.880 1.434 -4.760
11 F -4.039 0.972 -5.217
12 C -1.855 1.703 -5.656
13 F -2.037 1.499 -6.953
14 C -0.630 2.177 -5.195
15 F 0.351 2.416 -6.064
16 C -0.446 2.382 -3.851
17 F 0.737 2.823 -3.434
18 C 0.042 1.868 2.486
19 C 1.383 1.206 2.749
20 N 1.655 0.159 1.758
21 C 2.813 -0.592 1.921
22 C 3.799 -0.379 2.901
23 F 3.724 0.634 3.786
24 C 4.915 -1.188 3.042
25 F 5.796 -0.919 4.007
26 C 5.128 -2.256 2.198
27 F 6.204 -3.031 2.329
28 C 4.197 -2.493 1.205
29 F 4.372 -3.507 0.358
30 C 3.088 -1.686 1.082
31 F 2.257 -1.997 0.075
32 H 0.763 4.058 1.101
33 H 0.717 3.261 -0.492
34 H 1.861 2.711 0.763
35 H -1.507 3.740 0.857
36 H -2.166 2.254 1.553
37 H -3.011 2.727 -0.738
38 H -2.354 1.127 -0.466
39 H -0.776 1.218 2.793
40 H -0.017 2.793 3.077
41 H 1.357 0.783 3.756
42 H 2.171 1.961 2.751
43 C 2.264 0.006 -3.600
44 C 1.327 -0.072 -2.442
45 N 1.593 0.413 -1.253
46 O 2.873 0.954 -1.088
47 C 0.064 -0.703 -2.564
48 C -0.474 -1.291 -3.823
49 N -0.658 -0.699 -1.431
50 O -1.820 -1.178 -1.406
51 H 3.186 0.509 -3.335
52 H 1.790 0.534 -4.429
53 H 2.491 -1.003 -3.947
54 H 2.707 1.875 -0.847
55 H -0.326 -0.624 -4.675
56 H -1.538 -1.479 -3.695
57 H 0.009 -2.242 -4.065
58 O 0.613 -2.751 2.248
59 C -0.506 -2.296 2.247
60 N -0.927 -1.153 1.566
61 C -2.258 -0.905 1.848
62 O -2.893 0.060 1.475
63 C -2.753 -1.998 2.740
64 C -4.000 -2.219 3.289
65 C -4.141 -3.338 4.104
66 C -3.066 -4.188 4.355
67 C -1.813 -3.949 3.798
68 C -1.689 -2.839 2.988
69 H -4.826 -1.551 3.085
70 H -5.102 -3.555 4.552
71 H -3.211 -5.049 4.994
72 H -0.970 -4.601 3.985

- Spin multiplicity: 5
- HOMO energy (alpha / beta): -7.9 / -7.9 eV
- Kohn-Sham gap (alpha / beta): 7.9 / 6.0 eV
- Energy: -2836.9272 Ha
- ΔE to the lowest compared entry with this formula, charge and spin: 0.00 kJ/mol

---

No. 5
Molecular formula: C29H22I2IrN3O4SSe
Method: DFT, the ωB97M-V functional and the def2-TZVPD basis

Positions of all 63 atoms, in Å:
1 Ir -0.597 0.494 0.352
2 I -0.624 -5.871 4.465
3 C -0.179 -4.076 3.500
4 C 0.299 -3.001 4.228
5 C 0.581 -1.820 3.566
6 I 1.314 -0.259 4.731
7 C 0.409 -1.639 2.176
8 O 0.714 -0.471 1.610
9 C -0.026 -2.786 1.466
10 C -0.188 -2.839 -0.040
11 N 0.314 -1.633 -0.669
12 C 0.445 -1.673 -2.106
13 C 0.524 -0.261 -2.632
14 C 0.319 0.017 -3.980
15 C 0.453 1.319 -4.422
16 C 0.813 2.305 -3.511
17 C 0.982 1.943 -2.190
18 N 0.818 0.694 -1.746
19 C -0.331 -3.965 2.134
20 H 0.440 -3.070 5.297
21 H -1.244 -2.947 -0.291
22 H 0.331 -3.731 -0.424
23 H 1.203 -1.386 -0.250
24 H -0.391 -2.202 -2.560
25 H 1.359 -2.200 -2.421
26 H 0.040 -0.785 -4.652
27 H 0.269 1.568 -5.459
28 H 0.939 3.337 -3.810
29 H 1.235 2.677 -1.432
30 H -0.686 -4.812 1.557
31 S -0.467 4.795 1.338
32 C 0.535 3.973 2.468
33 C 0.633 2.642 2.217
34 C -0.108 2.230 1.057
35 C -0.754 3.313 0.511
36 C -1.628 3.063 -0.595
37 C -2.283 4.036 -1.353
38 C -3.008 3.656 -2.459
39 C -3.054 2.312 -2.805
40 C -2.405 1.395 -2.003
41 N -1.722 1.738 -0.902
42 H 0.996 4.528 3.271
43 H 1.223 1.961 2.810
44 H -2.202 5.075 -1.061
45 H -3.525 4.398 -3.056
46 H -3.596 1.967 -3.675
47 H -2.440 0.345 -2.227
48 O -2.700 -2.144 -3.015
49 C -3.907 -2.625 -2.649
50 C -4.636 -3.409 -3.542
51 C -5.881 -3.892 -3.176
52 C -6.413 -3.601 -1.924
53 C -5.678 -2.824 -1.041
54 C -4.424 -2.331 -1.380
55 C -3.650 -1.483 -0.381
56 O -4.153 -1.233 0.704
57 O -2.480 -1.092 -0.789
58 H -2.426 -1.630 -2.173
59 H -4.207 -3.624 -4.514
60 H -6.441 -4.503 -3.875
61 H -7.388 -3.977 -1.642
62 H -6.052 -2.577 -0.056
63 Se -2.116 0.478 2.186

- Spin multiplicity: 2
- HOMO energy (alpha / beta): -4.2 / -3.9 eV
- Kohn-Sham gap (alpha / beta): 6.5 / 6.2 eV
- Charge: -1
- Energy: -5082.9950 Ha
- ΔE to the lowest compared entry with this formula, charge and spin: 170.51 kJ/mol

---

No. 6
Molecular formula: C29H22N3O2PPdSe
Method: DFT, the ωB97M-V functional and the def2-TZVPD basis

Positions of all 59 atoms, in Å:
1 Pd 0.138 0.300 1.055
2 O 3.706 1.455 -0.669
3 C 2.628 1.330 -0.124
4 O 2.188 0.284 0.491
5 C 1.678 2.505 -0.149
6 C 2.183 3.821 -0.167
7 C 1.305 4.854 -0.108
8 C -0.088 4.595 -0.138
9 C -1.060 5.621 -0.126
10 C -2.388 5.320 -0.222
11 C -2.801 3.976 -0.354
12 C -1.883 2.965 -0.349
13 C -0.509 3.254 -0.209
14 N 0.397 2.225 -0.152
15 H 3.254 3.959 -0.197
16 H 1.654 5.878 -0.051
17 H -0.733 6.650 -0.042
18 H -3.127 6.110 -0.214
19 H -3.854 3.750 -0.464
20 H -2.178 1.934 -0.489
21 N -2.810 -0.454 0.407
22 C -2.900 -1.521 -0.466
23 C -4.118 -1.788 -1.099
24 C -4.259 -2.867 -1.946
25 C -3.183 -3.710 -2.186
26 C -1.974 -3.457 -1.561
27 C -1.801 -2.383 -0.680
28 P -0.112 -2.024 -0.042
29 C 0.694 -3.656 -0.194
30 C 1.397 -3.933 -1.364
31 C 1.935 -5.193 -1.579
32 C 1.784 -6.181 -0.617
33 C 1.108 -5.901 0.565
34 C 0.563 -4.643 0.779
35 C -0.220 -1.965 1.795
36 C 1.013 -1.769 2.449
37 C 1.089 -1.854 3.834
38 C -0.051 -2.121 4.569
39 C -1.275 -2.316 3.929
40 C -1.367 -2.236 2.554
41 H -1.895 -0.039 0.513
42 H -3.580 0.190 0.467
43 H -4.955 -1.122 -0.919
44 H -5.211 -3.046 -2.432
45 H -3.281 -4.556 -2.852
46 H -1.144 -4.123 -1.753
47 H 1.523 -3.157 -2.111
48 H 2.472 -5.401 -2.495
49 H 2.198 -7.168 -0.783
50 H 1.000 -6.664 1.324
51 H 0.033 -4.442 1.703
52 H 1.912 -1.629 1.860
53 H 2.037 -1.706 4.333
54 H 0.004 -2.159 5.649
55 H -2.161 -2.534 4.512
56 H -2.313 -2.398 2.058
57 Se -1.001 1.707 2.755
58 C -0.340 1.155 4.370
59 N 0.065 0.882 5.417

- Spin multiplicity: 3
- HOMO energy (alpha / beta): -8.0 / -8.2 eV
- Kohn-Sham gap (alpha / beta): 7.6 / 6.0 eV
- Energy: -4303.7160 Ha
- ΔE to the lowest compared entry with this formula, charge and spin: 87.83 kJ/mol

---

No. 7
Molecular formula: C29H22O
Method: DFT, the ωB97M-V functional and the def2-TZVPD basis

Positions of all 52 atoms, in Å:
1 C 5.687 -0.583 1.043
2 O 4.989 0.338 1.899
3 C 3.655 0.189 2.129
4 C 3.023 1.252 2.814
5 C 1.667 1.198 3.076
6 C 0.893 0.091 2.695
7 C -0.552 0.035 3.206
8 C -0.528 0.223 4.694
9 C 0.343 -0.841 5.342
10 C -0.327 -1.515 6.324
11 C -1.688 -0.988 6.404
12 C -2.706 -1.302 7.303
13 C -3.842 -0.498 7.336
14 C -3.970 0.601 6.462
15 C -2.966 0.869 5.508
16 C -1.847 0.053 5.467
17 C -1.356 -1.238 2.867
18 C -1.010 -2.571 2.987
19 C -1.980 -3.548 2.681
20 C -3.270 -3.178 2.279
21 C -3.614 -1.832 2.156
22 C -2.651 -0.873 2.445
23 C -2.707 0.585 2.282
24 C -3.739 1.389 1.810
25 C -3.489 2.755 1.638
26 C -2.208 3.278 1.853
27 C -1.155 2.453 2.292
28 C -1.442 1.129 2.575
29 C 1.507 -0.939 1.979
30 C 2.882 -0.922 1.728
31 H 6.678 -0.138 0.952
32 H 5.769 -1.575 1.505
33 H 5.227 -0.667 0.049
34 H 3.622 2.109 3.112
35 H 1.220 2.025 3.632
36 H -0.153 1.235 4.918
37 H 1.349 -1.034 4.987
38 H 0.044 -2.276 7.009
39 H -2.537 -2.123 8.004
40 H -4.627 -0.693 8.067
41 H -4.835 1.267 6.537
42 H -3.073 1.723 4.831
43 H -0.006 -2.866 3.299
44 H -1.709 -4.599 2.755
45 H -4.012 -3.949 2.074
46 H -4.604 -1.501 1.834
47 H -4.703 0.935 1.606
48 H -4.296 3.417 1.330
49 H -1.998 4.332 1.675
50 H -0.135 2.828 2.385
51 H 0.929 -1.794 1.634
52 H 3.353 -1.761 1.213

- Spin multiplicity: 1
- HOMO energy: -8.1 eV
- Kohn-Sham gap: 8.8 eV
- Energy: -1193.5237 Ha
- SMILES: COc1ccc(C2([C@@H]3C=Cc4ccccc43)c3ccccc3-c3ccccc32)cc1

---

No. 8
Molecular formula: C29H23BrIO3PPrS
Method: DFT, the ωB97M-V functional and the def2-TZVPD basis

Positions of all 60 atoms, in Å:
1 Pr 0.030 -0.928 -1.355
2 C -0.875 1.420 -2.521
3 C 0.282 1.490 -3.297
4 C 0.200 0.556 -4.341
5 C -0.980 -0.158 -4.212
6 C -1.661 0.330 -3.077
7 H -1.250 2.116 -1.791
8 H 1.111 2.158 -3.186
9 H 0.911 0.485 -5.185
10 H -1.405 -0.901 -4.847
11 H -2.687 0.196 -2.842
12 O -2.322 -3.375 0.365
13 S -1.759 -2.059 0.575
14 O -2.197 -1.153 -0.597
15 O -0.244 -2.232 0.563
16 C -2.147 -1.090 2.017
17 C -3.332 -1.401 2.718
18 C -3.806 -0.610 3.755
19 C -2.974 0.419 4.224
20 C -1.777 0.724 3.544
21 C -1.347 -0.036 2.451
22 P 0.208 0.601 1.648
23 C 1.361 0.442 3.060
24 C 2.155 -0.734 3.156
25 C 2.933 -0.926 4.272
26 C 2.849 -0.020 5.370
27 C 2.037 1.079 5.300
28 C 1.209 1.255 4.145
29 C -0.133 2.469 1.679
30 C -1.397 2.931 1.305
31 C -1.622 4.269 1.012
32 C -0.586 5.178 1.164
33 C 0.681 4.723 1.505
34 C 0.866 3.412 1.936
35 H -3.954 -2.194 2.381
36 H -4.740 -0.868 4.221
37 H -3.230 1.059 5.057
38 H -1.228 1.539 3.952
39 H 2.162 -1.446 2.347
40 H 3.579 -1.786 4.255
41 H 3.450 -0.173 6.248
42 H 2.048 1.856 6.057
43 H 0.583 2.152 4.134
44 H -2.245 2.196 1.250
45 H -2.655 4.537 0.852
46 H -0.796 6.231 1.008
47 H 1.486 5.481 1.593
48 H 1.709 3.120 2.562
49 Br 1.155 -3.647 -2.259
50 C 1.588 -3.593 -4.123
51 C 1.499 -4.780 -4.859
52 C 1.584 -4.774 -6.253
53 C 1.851 -3.567 -6.887
54 C 2.008 -2.396 -6.144
55 C 2.003 -2.441 -4.736
56 I 2.972 -0.926 -3.443
57 H 1.294 -5.648 -4.285
58 H 1.479 -5.645 -6.849
59 H 2.009 -3.491 -7.955
60 H 2.056 -1.427 -6.638

- Spin multiplicity: 3
- HOMO energy (alpha / beta): -10.7 / -10.7 eV
- Kohn-Sham gap (alpha / beta): 7.2 / 7.3 eV
- Charge: +1
- Energy: -5472.6536 Ha
- ΔE to the lowest compared entry with this formula, charge and spin: 0.00 kJ/mol

---

The highest energy belongs to which entry?
C29H22O

---

Among the records above, which one has the highest energy?
C29H22O